C49H37F15GeSSb2Se4SiZr | the ωB97M-V functional and the def2-TZVPD basis

The total energy is -443146.504 eV. For the largest force on an atom, the calculation gives 0.5 eV Å⁻¹. Its total charge is 0. As for the energy above the lowest of the compared OMol25 structures with the same formula, charge and spin: 15.4 kcal per mole. The value obtained for the orbital gap is 6.96 eV. For the LUMO energy, the calculation gives -1.329 eV.

Each line ends with the Mulliken charge.
Positions of all 111 atoms, in Å:
Zr -1.134719 1.458539 -0.616326  0.888
Se -0.988767 0.292647 1.693668  -0.425
Se 0.117542 2.315387 1.733369  -0.350
Se -1.498630 3.911877 0.722364  -0.379
Se -3.342034 2.605721 0.291223  -0.246
C 2.635950 -0.932173 0.693284  -0.640
C 2.589536 -2.447518 0.844019  1.301
C 1.557494 -2.945090 1.866445  -1.568
Sb -0.454809 -3.254991 1.129075  0.247
C -0.914307 -4.952554 2.352646  0.390
C -2.150277 -5.004881 2.991399  -0.601
C -2.497386 -6.099605 3.774304  -0.525
C -1.609616 -7.153370 3.922309  -0.405
C -0.375157 -7.113448 3.286812  -0.786
C -0.031540 -6.018660 2.507815  -0.013
C 0.032801 -4.384331 -0.631371  0.367
C 1.204111 -5.125591 -0.780024  -0.186
C 1.434329 -5.862895 -1.932865  -0.758
C 0.484650 -5.886054 -2.946256  -0.531
C -0.693630 -5.170335 -2.801983  -0.283
C -0.910730 -4.417403 -1.654578  -0.647
Sb 4.041241 -0.221190 -0.799122  1.061
C 5.481694 -1.791133 -0.484528  -0.091
C 6.583359 -1.511345 0.321428  -0.636
C 7.529352 -2.489222 0.603458  -0.593
C 7.389727 -3.760825 0.068702  -0.428
C 6.303076 -4.049908 -0.746130  -0.780
C 5.355600 -3.072873 -1.019390  0.296
C 3.082768 -1.193372 -2.455618  -1.161
C 1.745627 -1.579127 -2.415432  1.573
C 1.164640 -2.250044 -3.483309  -0.452
C 1.922571 -2.553229 -4.604987  -0.725
C 3.249728 -2.149406 -4.671535  -1.120
C 3.821740 -1.466538 -3.605343  -0.318
H 2.918976 -0.457686 1.636965  0.603
H 1.658007 -0.523841 0.422676  -0.419
H 3.577593 -2.801900 1.146122  0.302
H 2.408164 -2.895635 -0.134666  -0.622
H 1.449739 -2.221123 2.678247  0.552
H 1.876762 -3.881992 2.325025  0.518
H -2.851532 -4.185230 2.879699  0.343
H -3.460881 -6.127445 4.267360  0.380
H -1.877912 -8.007435 4.530879  0.374
H 0.318532 -7.937562 3.396188  0.385
H 0.930543 -6.006579 2.008527  0.182
H 1.952810 -5.128397 0.003924  0.321
H 2.355076 -6.423359 -2.038497  0.420
H 0.663896 -6.462972 -3.844616  0.429
H -1.441355 -5.189299 -3.585795  0.434
H -1.829186 -3.847542 -1.565052  0.128
H 6.712249 -0.516536 0.735761  0.361
H 8.377513 -2.254994 1.234537  0.387
H 8.128787 -4.522933 0.280633  0.386
H 6.192645 -5.040402 -1.170684  0.410
H 4.510762 -3.315852 -1.654547  0.308
H 1.154166 -1.378203 -1.530879  -0.423
H 0.128769 -2.559842 -3.423580  0.603
H 1.481408 -3.107423 -5.425574  0.657
H 3.844537 -2.378380 -5.548234  0.441
H 4.864372 -1.170716 -3.663876  0.530
C -4.077863 0.761260 -3.659441  -0.597
Si -3.732657 -0.518335 -2.336502  -0.109
C -3.842607 -2.234332 -3.085336  -0.998
C -5.040223 -0.385692 -1.000819  -1.070
C -2.020947 -0.251094 -1.645903  1.713
H -5.081670 0.645736 -4.073881  0.528
H -3.362983 0.683448 -4.481503  0.145
H -4.013737 1.765894 -3.235417  -0.049
H -4.816202 -2.408269 -3.549474  0.463
H -3.706441 -2.994678 -2.312340  0.263
H -3.071914 -2.381591 -3.846577  0.259
H -5.989579 -0.803487 -1.343670  0.410
H -5.226824 0.657392 -0.733357  0.250
H -4.745903 -0.918676 -0.093508  0.281
H -1.313675 -0.221741 -2.498550  -0.854
H -1.723530 -1.128144 -1.049877  -0.349
F 0.897564 4.108295 -6.313558  -0.362
C -0.263526 4.135710 -5.643797  0.790
C -0.348651 3.508587 -4.411297  -0.322
C -1.573531 3.565208 -3.786535  -0.677
F -1.769715 2.949258 -2.590402  0.851
C -2.665548 4.227831 -4.314880  -0.082
F -3.822770 4.274909 -3.662036  -0.351
C -2.536174 4.849205 -5.543964  0.597
F -3.569819 5.489038 -6.075035  -0.301
C -1.327495 4.802184 -6.220102  0.119
F -1.207404 5.399174 -7.401420  -0.299
Ge 1.245752 2.540999 -3.773416  0.888
S 1.111467 1.941905 -1.682353  -0.086
C 2.810346 3.719193 -3.789698  -0.257
C 2.760937 5.099954 -3.838021  0.195
F 1.587953 5.738009 -3.959847  -0.298
C 3.901946 5.878188 -3.752858  0.079
F 3.827734 7.207436 -3.805357  -0.296
C 5.132553 5.263592 -3.602084  0.652
F 6.234774 6.000404 -3.518235  -0.304
C 5.216871 3.882833 -3.534554  -0.109
F 6.401382 3.294591 -3.386072  -0.293
C 4.056631 3.139819 -3.625683  0.228
F 4.154229 1.805977 -3.559159  0.079
C 1.390081 1.188501 -5.193286  0.525
C 2.379797 1.106896 -6.159053  0.491
F 3.441986 1.915253 -6.132355  -0.352
C 2.298046 0.217786 -7.217356  0.141
F 3.271831 0.149164 -8.123859  -0.351
C 1.195883 -0.608466 -7.334705  0.873
F 1.125178 -1.485288 -8.330411  -0.360
C 0.182707 -0.545373 -6.395724  -0.438
F -0.867655 -1.360918 -6.484216  -0.366
C 0.303932 0.346983 -5.351837  -0.220
F -0.699086 0.395073 -4.451882  -0.138

Forces on atoms 1 to 2 (eV/Å):
0.15 0.49 -0.19
-0.05 -0.20 0.09



C49H38Cl2FeGeN2OS4 | the ωB97M-V functional and the def2-TZVPD basis

The multiplicity is 6. The total energy is -215745.978 eV. For the largest force on an atom, the calculation gives 2.0 eV Å⁻¹. Its total charge is -1. As for the energy above the lowest of the compared OMol25 structures with the same formula, charge and spin: 41.4 kcal per mole. The value obtained for the orbital gap (spin up / spin down) is 5.27 / 6.68 eV. Its expectation value of S² is 8.866. For the LUMO energy (spin up / spin down), the calculation gives 2.305 / 2.299 eV.

Each line ends with the Löwdin spin population.
Positions of all 98 atoms, in Å:
Fe -0.075846 0.061734 0.131617  3.482
S 4.466859 0.055740 1.219740  0.055
C 3.780625 0.053748 2.815780  0.008
C 2.494949 -0.367744 2.826365  -0.005
C 2.001061 -0.741331 1.538822  0.031
C 2.950503 -0.465970 0.521098  0.060
C 2.691270 -0.415891 -0.875934  0.037
C 3.718117 -0.268064 -1.835460  0.017
C 3.422231 -0.196374 -3.169993  0.010
C 2.079733 -0.268807 -3.574643  0.035
C 1.121941 -0.406132 -2.598231  0.005
N 1.379855 -0.481156 -1.289522  0.070
H 4.408745 0.336145 3.645918  -0.001
H 1.916109 -0.482093 3.732494  -0.001
H 4.743848 -0.232367 -1.488379  0.002
H 4.209710 -0.096950 -3.906629  0.000
H 1.801968 -0.228886 -4.618377  0.003
H 0.070763 -0.447991 -2.862421  0.000
N -1.057910 0.526530 1.736102  0.058
C -1.655047 1.618994 1.919033  0.023
C -2.275256 1.998839 3.238033  0.008
C -3.397889 1.307664 3.683513  0.002
C -3.960608 1.603656 4.916553  0.001
C -3.404252 2.586698 5.719504  0.001
C -2.277320 3.271430 5.286985  0.001
C -1.716826 2.983188 4.050831  0.006
H -3.815207 0.526078 3.060964  0.001
H -4.833416 1.057795 5.254658  0.000
H -3.836475 2.811559 6.687426  0.000
H -1.827845 4.029075 5.918916  0.000
H -0.822813 3.502314 3.731428  0.003
Cl -2.694744 -2.570718 -3.413488  0.003
C -2.637318 -1.597723 -1.933272  0.003
Cl -1.249099 -2.016907 -0.924513  0.026
H -3.539950 -1.792271 -1.367371  0.000
H -2.531582 -0.549436 -2.194402  0.000
C 0.799184 -1.435174 1.224141  -0.047
Ge -0.638047 -1.933095 2.457367  0.001
C -2.610599 -2.039578 2.118614  0.001
C -3.263374 -3.066609 2.800366  0.000
C -4.643801 -3.207264 2.756113  0.000
C -5.407449 -2.319750 2.013132  0.000
C -4.776990 -1.293086 1.325065  0.000
C -3.395492 -1.154402 1.383346  0.000
C -0.570029 -1.522021 4.403286  0.002
C -0.924127 -2.528491 5.303787  0.000
C -1.038702 -2.270832 6.662434  0.000
C -0.779613 -0.998520 7.152469  0.000
C -0.391067 0.003447 6.275940  0.000
C -0.295104 -0.258555 4.915971  0.001
C -0.166972 -3.900362 2.450990  -0.002
C 0.900475 -4.355924 3.227079  -0.001
C 1.393564 -5.646962 3.104948  0.000
C 0.834798 -6.518217 2.178994  -0.001
C -0.213189 -6.082417 1.381410  0.000
C -0.703250 -4.790037 1.519764  -0.001
H 0.960823 -2.224825 0.492537  -0.001
H -2.675319 -3.777424 3.368676  0.000
H -5.119545 -4.008466 3.309817  0.000
H -6.484430 -2.431449 1.968185  0.000
H -5.361976 -0.584977 0.747926  0.000
H -2.929976 -0.339802 0.845676  0.000
H -1.103307 -3.532203 4.938002  0.000
H -1.332207 -3.066928 7.337413  0.000
H -0.876459 -0.792602 8.212059  0.000
H -0.174712 0.997184 6.648862  0.000
H -0.008632 0.533883 4.237591  0.000
H 1.358024 -3.677985 3.942408  0.000
H 2.220809 -5.973914 3.724861  0.000
H 1.219466 -7.526131 2.077440  0.000
H -0.646539 -6.749271 0.644337  0.000
H -1.523557 -4.464617 0.887797  0.000
O -1.402067 1.007297 -0.966905  0.094
C -1.074113 2.274377 -0.513372  0.038
C 0.441071 2.376290 -0.188965  0.002
C 1.402441 2.652158 -1.129890  0.020
C 2.667845 2.953673 -0.585712  0.003
C 2.663912 2.946806 0.774505  0.015
S 1.132470 2.517348 1.402873  0.014
C -1.936078 2.648160 0.765012  0.039
C -1.843016 4.080106 1.175022  0.300
C -3.015863 4.788224 1.120982  0.022
C -4.111207 4.062199 0.686004  0.351
S -3.710142 2.419347 0.315212  0.148
C -1.373636 3.255544 -1.642128  0.010
C -1.129018 4.583309 -1.818330  0.007
C -1.542245 5.051524 -3.096070  0.001
C -2.083533 4.065162 -3.860287  0.000
S -2.086775 2.554479 -3.041613  0.003
H 1.193760 2.653351 -2.191059  0.001
H 3.547298 3.156855 -1.180991  0.000
H 3.482571 3.129113 1.449779  0.001
H -0.891192 4.497804 1.464796  0.014
H -3.086941 5.833436 1.396682  -0.006
H -5.120318 4.411747 0.537676  0.020
H -0.672975 5.204946 -1.062384  0.003
H -1.418639 6.074265 -3.426938  0.000
H -2.485770 4.142879 -4.858643  0.000

Forces on atoms 1 to 2 (eV/Å):
0.02 -0.31 -0.87
-0.11 0.07 0.18



C49H38ClN5O6Te4Y | the ωB97M-V functional and the def2-TZVPD basis

The total energy is -113908.762 eV. For the largest force on an atom, the calculation gives 1.0 eV Å⁻¹. Its total charge is -1. As for the energy above the lowest of the compared OMol25 structures with the same formula, charge and spin: 22.7 kcal per mole. The value obtained for the orbital gap is 4.61 eV. For the LUMO energy, the calculation gives 1.885 eV.

Each line ends with the Mulliken charge.
Positions of all 104 atoms, in Å:
Y -0.064399 -0.438249 0.407238  -2.220
C -0.446320 4.169812 -0.192226  -0.583
O -1.773346 3.655941 -0.062628  -0.590
C -1.623205 2.293142 0.140123  -0.211
N -0.321825 1.900770 0.226133  1.797
C 0.418360 3.122348 0.514339  1.852
C 1.851143 3.101626 0.064476  -0.654
C 2.875455 3.458142 0.934925  0.144
C 4.201064 3.438160 0.515925  -1.026
C 4.511766 3.058783 -0.781548  -0.888
C 3.492410 2.697137 -1.655624  -0.466
C 2.172912 2.718206 -1.233370  0.509
C -2.666760 1.432872 0.267922  -0.306
C -4.055469 1.735000 0.174728  -0.978
C -4.993746 0.805744 0.496338  -1.398
C -4.560725 -0.481673 0.993311  -0.064
C -3.236468 -0.764071 0.992676  -1.210
N -2.261928 0.079534 0.503767  1.927
C -2.669882 -2.013415 1.474000  0.253
N -1.397469 -2.203047 1.487687  1.598
C -1.153004 -3.490280 2.154421  -0.219
C -2.538909 -4.141768 2.110731  -1.015
O -3.438748 -3.024504 1.919946  -0.471
C -0.045857 -4.287689 1.523135  1.456
C 0.046480 -5.619486 1.552358  -0.801
C 1.254898 -6.269176 0.992520  -1.198
C 1.687526 -5.687881 -0.350207  -0.572
C 1.497788 -4.154456 -0.427933  -0.366
C 1.088138 -3.555975 0.910794  -1.467
H -0.408620 5.158570 0.264745  0.291
H -0.176191 4.235567 -1.252309  0.245
H 0.404376 3.325624 1.596662  -1.314
H 2.631643 3.726984 1.957868  0.390
H 4.991365 3.697832 1.209176  0.432
H 5.545409 3.026952 -1.105039  0.412
H 3.730062 2.383577 -2.666185  0.443
H 1.376237 2.407252 -1.895561  -0.340
H -4.348891 2.733609 -0.130393  0.536
H -6.047758 1.041848 0.440334  0.391
H -5.265951 -1.205197 1.380326  0.608
H -0.861463 -3.265154 3.187976  0.367
H -2.823881 -4.653691 3.026105  0.324
H -2.635507 -4.812271 1.254080  0.452
H -0.703474 -6.237252 2.033159  0.443
H 1.142673 -7.348119 0.924198  0.851
H 2.722641 -5.946409 -0.549528  0.432
H 2.398437 -3.668943 -0.795453  0.223
H 0.883724 -2.502013 0.816898  0.276
Te -0.115025 -3.826797 -1.902341  0.379
Te 0.480548 -6.604348 -1.920789  -0.298
Te 2.925246 -6.097193 2.434513  -0.172
Te 2.686112 -3.374642 2.420180  0.365
N -0.116057 -1.236973 -1.756547  0.955
C -0.916798 -0.788732 -2.626901  -0.457
C -0.784796 0.596419 -3.187692  1.011
C -1.830093 1.505004 -3.051989  0.315
C -1.688688 2.797775 -3.534419  -0.881
C -0.530249 3.170658 -4.204545  -0.613
C 0.499525 2.253890 -4.373199  -0.695
C 0.380901 0.976322 -3.844635  -0.051
C -2.071707 -1.572980 -3.189067  -1.202
C -2.138258 -1.858910 -4.549608  -0.547
C -3.184605 -2.618547 -5.050857  -0.767
C -4.189113 -3.063467 -4.200201  -0.525
C -4.141596 -2.751337 -2.848840  -0.856
C -3.080040 -2.016496 -2.340921  0.603
H -2.734758 1.208133 -2.533805  0.585
H -2.484410 3.516051 -3.382254  0.360
H -0.427955 4.177050 -4.591619  0.383
H 1.403435 2.542828 -4.895988  0.427
H 1.191322 0.261605 -3.938415  0.397
H -1.361608 -1.494745 -5.212523  0.451
H -3.220016 -2.860127 -6.105964  0.396
H -5.010998 -3.649250 -4.593145  0.385
H -4.927563 -3.083978 -2.182337  0.475
H -3.029984 -1.767181 -1.288065  0.759
O 2.515804 -0.163022 3.932560  -0.734
C 1.465210 0.070129 3.350732  -0.495
O 1.005780 -0.610774 2.357327  0.328
C 0.666743 1.311568 3.680018  0.805
C -0.692712 1.390977 3.398567  -0.040
C -1.425196 2.559873 3.623875  -1.117
C -0.723392 3.628793 4.121379  0.946
O -1.186411 4.884559 4.446736  -0.566
C -0.001830 5.654742 4.595916  -0.348
O 1.046436 4.761602 4.937919  -0.575
C 0.628921 3.552075 4.414017  1.155
C 1.355456 2.408413 4.218843  -1.620
H -1.201373 0.532732 2.973672  0.313
H -2.476948 2.620340 3.380652  0.434
H -0.137548 6.380493 5.392837  0.279
H 0.231737 6.141166 3.639320  0.286
H 2.407465 2.326708 4.454347  0.509
Cl 5.948170 0.505425 1.471364  -0.239
C 4.767238 -0.049458 0.332337  -0.167
C 5.158415 -0.660945 -0.841155  -0.557
C 4.164063 -1.091616 -1.700987  -1.280
C 2.838154 -0.895421 -1.352607  -0.309
N 2.465019 -0.307154 -0.209018  1.454
C 3.423256 0.111817 0.618846  -1.090
H 6.208385 -0.796328 -1.063298  0.478
H 4.404542 -1.588530 -2.631042  0.591
H 2.032142 -1.215443 -1.997454  0.634
H 3.124989 0.562937 1.555255  0.448

Forces on atoms 1 to 2 (eV/Å):
-0.08 0.98 0.07
-0.04 -0.03 -0.01